Entry 1:
Formula: C4H14N2OS
Source: the Open Molecules 2025 dataset
Level of theory: ωB97M-V with the def2-TZVPD basis set

```
! RIJCOSX wB97M-V def2-TZVPD def2/J DEFGRID3
* xyz 0 1
S 0.8830 -2.0041 0.5349
O -3.0701 0.8907 -0.2696
N -0.1283 0.8428 -0.1608
N -0.7891 1.2132 2.1524
C 1.8044 -0.6998 -0.3249
C 0.3249 -0.1568 -2.3102
C 0.2595 1.3412 1.1581
C 0.9372 0.3969 -1.0329
H 1.1201 0.8189 1.5494
H 2.4714 -0.2312 0.3908
H 1.0304 -0.4119 -3.0886
H -3.5253 0.2269 0.2771
H -1.7170 1.5297 1.9301
H -0.8251 0.3137 2.6051
H -0.2714 0.6857 -2.6851
H -0.7993 1.4781 -0.5620
H 2.4221 -1.1249 -1.0940
H -0.3035 -1.6993 -0.0085
H 0.3933 2.4297 1.1296
H -3.0541 0.4527 -1.1318
H 1.7107 1.1715 -1.1586
H -0.3509 -0.9592 -2.0372
*
```

* frontier orbital gap: 9.1 eV
* SMILES string: C[C@H](CS)NCN.O
* lowest unoccupied orbital energy: 0.6 eV
* highest occupied orbital energy: -8.57 eV
* E_tot: -743.7117 a.u.
* molar mass: 138.236 Da

Results of the Löwdin charge analysis, in e, for atoms 1 through 4: atom 1 (S): 0.699, atom 2 (O): -0.069, atom 3 (N): -0.070, atom 4 (N): 0.008

---

Entry 2:
Formula: C4H14N2OS
Source: the Open Molecules 2025 dataset
Level of theory: ωB97M-V with the def2-TZVPD basis set

```
! RIJCOSX wB97M-V def2-TZVPD def2/J DEFGRID3
* xyz 0 1
S -1.9236 0.2140 -0.2390
O -3.0458 -2.3685 1.1912
N 0.3211 1.2367 1.9574
N 2.3994 1.5924 -0.7228
C 0.6995 -0.2538 -1.4330
C -0.9378 -0.7076 -1.4577
C 1.0729 0.3963 1.0321
C 1.0919 0.9220 -0.4891
H 0.4057 -0.5569 0.9297
H -0.8854 -1.8216 -1.2994
H -2.8129 -1.5779 0.7191
H -1.4093 -0.5156 -2.4617
H 2.1650 0.1919 1.2535
H 1.2396 -1.1505 -1.1341
H 0.1860 1.4957 -0.5897
H 1.0844 0.0599 -2.5145
H -0.6367 1.1866 1.5796
H -0.0192 -1.3671 1.1716
H -4.0367 -2.1885 1.4163
H 2.4292 1.9565 -1.6873
H 2.4057 2.4265 -0.1025
H 0.2071 0.8295 2.8804
*
```

* frontier orbital gap: 5.7 eV
* lowest unoccupied orbital energy: -2.3 eV
* highest occupied orbital energy: -7.93 eV
* E_tot: -743.5227 a.u.
* molar mass: 138.236 Da

Results of the Löwdin charge analysis, in e, for atoms 1 through 4: atom 1 (S): 0.531, atom 2 (O): -0.165, atom 3 (N): 0.050, atom 4 (N): 0.031

---

Entry 3:
Formula: C4H14N3
Source: the Open Molecules 2025 dataset
Level of theory: ωB97M-V with the def2-TZVPD basis set

```
! RIJCOSX wB97M-V def2-TZVPD def2/J DEFGRID3
* xyz 0 2
N -1.6695 -0.0975 2.6518
N -0.1066 -0.2709 -1.6904
N 1.6588 -0.2615 0.7993
C 0.6309 -0.0231 1.8784
C -0.8233 -0.0975 1.4695
C -0.5181 -0.4615 -3.1026
C 0.7147 0.8706 -1.5046
H 0.7874 -0.7532 2.6751
H 0.3013 -0.7339 -3.7837
H -0.9532 -0.9769 0.8440
H 0.8002 0.9705 2.3055
H -0.9777 0.4676 -3.4535
H 1.6902 0.9569 -2.0211
H 0.2267 1.8586 -1.4668
H 0.7281 -0.0081 -0.4837
H 1.9769 -1.2199 0.8094
H 2.4369 0.3581 0.9654
H -2.3353 -0.8529 2.6849
H -1.2948 -1.2281 -3.1458
H -1.0863 0.7408 0.8246
H -2.1875 0.7618 2.7444
*
```

* frontier orbital gap (spin up / spin down): 8.2 / 7.2 eV
* lowest unoccupied orbital energy (spin up / spin down): 1.0 / 0.2 eV
* highest occupied orbital energy (spin up / spin down): -7.17 / -6.98 eV
* E_tot: -324.8580 a.u.
* molar mass: 104.177 Da

Results of the Löwdin charge analysis, in e, for atoms 1 through 4: atom 1 (N): -0.005, atom 2 (N): -0.166, atom 3 (N): -0.026, atom 4 (C): -0.238

---

Entry 4:
Formula: C4H14N3
Source: the Open Molecules 2025 dataset
Level of theory: ωB97M-V with the def2-TZVPD basis set

```
! RIJCOSX wB97M-V def2-TZVPD def2/J DEFGRID3
* xyz 1 1
N -0.9438 -1.3047 -2.0770
N -2.7453 -0.0430 -1.3287
N 1.0081 -0.6112 -0.0420
C 0.8305 0.3072 1.1340
C 0.2258 1.6185 0.6564
C -2.1621 -1.2415 -1.5740
C 2.2086 0.3910 1.8121
H -3.7121 -0.0263 -1.0429
H 0.1999 -0.6748 -0.6690
H -2.4043 0.7933 -1.7949
H 0.1766 2.3295 1.5058
H -2.8396 -2.0809 -1.3942
H -0.8174 -2.1855 -2.5921
H 2.1675 0.9448 2.7777
H -0.7323 1.3887 0.2389
H 0.1378 -0.2024 1.7774
H 2.9323 0.9338 1.1286
H 2.5965 -0.5852 2.0640
H 1.7481 -0.2661 -0.6436
H 1.2576 -1.5638 0.2142
H 0.8676 2.0785 -0.1506
*
```

* frontier orbital gap: 10.3 eV
* lowest unoccupied orbital energy: -2.8 eV
* highest occupied orbital energy: -13.11 eV
* E_tot: -324.8429 a.u.
* molar mass: 104.177 Da

Results of the Löwdin charge analysis, in e, for atoms 1 through 4: atom 1 (N): 0.007, atom 2 (N): 0.092, atom 3 (N): 0.193, atom 4 (C): -0.400

---

Entry 5:
Formula: C4H14N3
Source: the Open Molecules 2025 dataset
Level of theory: ωB97M-V with the def2-TZVPD basis set

```
! RIJCOSX wB97M-V def2-TZVPD def2/J DEFGRID3
* xyz 1 1
N -0.4133 -2.0978 -2.4120
N 1.4326 0.5316 1.8829
N -1.2868 0.0350 0.6619
C -0.4471 -1.6375 -0.9711
C 1.5589 1.4074 0.7992
C -1.5209 -0.5273 -0.7500
C 0.7915 2.5038 0.6641
H -2.1812 0.2282 1.1472
H -0.7384 -2.5073 -0.3568
H -0.7219 0.9317 0.5724
H 0.3774 -2.7456 -2.4142
H -1.2951 0.2445 -1.4988
H 2.4111 1.2767 0.0662
H 0.9007 3.1516 -0.1875
H -2.5001 -1.0126 -0.7708
H 2.3083 -0.0697 2.0230
H -0.6725 -0.4930 1.3327
H 0.5082 -1.1921 -0.5912
H 0.0954 2.8397 1.4481
H -0.0806 -1.3116 -2.9727
H 1.1664 0.8990 2.8192
*
```

* frontier orbital gap: 9.8 eV
* lowest unoccupied orbital energy: -3.1 eV
* highest occupied orbital energy: -12.96 eV
* E_tot: -324.7912 a.u.
* molar mass: 104.177 Da

Results of the Löwdin charge analysis, in e, for atoms 1 through 4: atom 1 (N): 0.010, atom 2 (N): 0.000, atom 3 (N): 0.141, atom 4 (C): -0.266

---

Entry 6:
Formula: C4H14N3
Source: the Open Molecules 2025 dataset
Level of theory: ωB97M-V with the def2-TZVPD basis set

```
! RIJCOSX wB97M-V def2-TZVPD def2/J DEFGRID3
* xyz 2 2
N -1.3606 -0.8017 -1.1511
N 2.0320 0.5003 -1.8427
N -1.4381 0.1143 1.3797
C -0.3335 0.0736 -1.6376
C 0.8945 0.5235 2.1650
C 0.9102 -0.3531 -1.8596
C -0.4367 -0.1837 2.5044
H -2.3584 -0.1999 1.6024
H -0.8269 0.2308 3.4261
H 1.6623 0.4892 2.9655
H 1.8161 1.4960 -1.9022
H -0.5831 1.1366 -1.6438
H -1.0951 -1.7594 -1.2740
H 2.5996 0.3088 -2.6779
H 1.0943 -1.3874 -2.0985
H -0.3185 -1.2510 2.5731
H -2.2343 -0.6569 -1.6259
H -1.1960 -0.3898 0.4405
H 1.4001 0.1757 1.2434
H 0.7125 1.5898 1.9922
H -1.5119 1.1653 1.2444
*
```

* frontier orbital gap (spin up / spin down): 11.2 / 8.5 eV
* lowest unoccupied orbital energy (spin up / spin down): -7.7 / -11.6 eV
* highest occupied orbital energy (spin up / spin down): -18.88 / -20.07 eV
* E_tot: -324.3864 a.u.
* molar mass: 104.177 Da

Results of the Löwdin charge analysis, in e, for atoms 1 through 4: atom 1 (N): 0.118, atom 2 (N): 0.220, atom 3 (N): 0.143, atom 4 (C): -0.041

---

Entry 7:
Formula: C4H14N3O
Source: the Open Molecules 2025 dataset
Level of theory: ωB97M-V with the def2-TZVPD basis set

```
! RIJCOSX wB97M-V def2-TZVPD def2/J DEFGRID3
* xyz 1 1
O 0.9761 -1.8897 2.7968
N -2.2323 0.0319 -1.9445
N -0.1136 -0.5370 0.8166
N 0.1775 0.5328 -1.6023
C 1.0010 0.1073 1.5474
C 0.0083 1.9117 -1.1155
C 1.4574 -0.7974 2.6630
C -0.9164 0.0903 -2.5244
H -0.8756 0.7038 -3.4252
H 0.0073 -1.5518 0.8844
H -0.0414 -0.1891 -0.3537
H 1.8729 0.2500 0.9053
H -0.6197 -0.9195 -2.8141
H 2.2887 -0.4822 3.3097
H -2.4917 0.8825 -1.4591
H 0.8981 2.2817 -0.6154
H 0.6602 1.0639 1.9392
H -0.9896 -0.3067 1.2764
H -2.2712 -0.7085 -1.2530
H -0.8128 2.0342 -0.4042
H -0.2787 2.5979 -1.9161
H 1.0654 0.5063 -2.0943
*
```

* frontier orbital gap: 10.9 eV
* lowest unoccupied orbital energy: -3.1 eV
* highest occupied orbital energy: -13.96 eV
* E_tot: -400.0492 a.u.
* molar mass: 120.176 Da

Results of the Löwdin charge analysis, in e, for atoms 1 through 4: atom 1 (O): 0.086, atom 2 (N): 0.044, atom 3 (N): 0.103, atom 4 (N): -0.134

---

Entry 8:
Formula: C4H14N3O
Source: the Open Molecules 2025 dataset
Level of theory: ωB97M-V with the def2-TZVPD basis set

```
! RIJCOSX wB97M-V def2-TZVPD def2/J DEFGRID3
* xyz 1 1
O -1.9566 -1.9842 0.6619
N 1.8161 -1.5674 0.8473
N 0.0689 -0.7402 -0.4064
N 2.2840 0.1553 -0.6838
C -0.5529 0.3885 -1.2211
C -0.7386 1.7650 -0.5235
C -0.8720 1.7191 0.9039
C 1.3359 -0.7369 -0.1598
H -1.5444 2.3077 -1.2136
H 0.0785 0.4089 -2.2319
H 0.1635 2.5273 -0.5805
H -0.7351 -1.2349 0.0642
H -1.1586 2.6759 1.2693
H -1.5441 0.1244 -1.6220
H -2.3311 -2.8037 0.2355
H 1.1447 -2.0554 1.4496
H 2.1950 0.4859 -1.6281
H 2.7631 -2.0056 0.8059
H 0.0527 1.4414 1.5397
H -1.8356 -2.1959 1.6388
H 3.1214 0.2242 -0.3208
H -1.7550 1.1007 1.1756
*
```

* frontier orbital gap: 11.2 eV
* lowest unoccupied orbital energy: -3.0 eV
* highest occupied orbital energy: -14.15 eV
* E_tot: -400.0614 a.u.
* molar mass: 120.176 Da

Results of the Löwdin charge analysis, in e, for atoms 1 through 4: atom 1 (O): -0.055, atom 2 (N): 0.160, atom 3 (N): 0.085, atom 4 (N): 0.228

---

Entry 9:
Formula: C4H14N4
Source: the Open Molecules 2025 dataset
Level of theory: ωB97M-V with the def2-TZVPD basis set

```
! RIJCOSX wB97M-V def2-TZVPD def2/J DEFGRID3
* xyz 0 1
N -0.9463 -0.7702 1.7655
N -2.1236 0.8763 -1.1178
N 0.9450 0.4620 0.0938
N -1.4469 0.7848 0.1456
C -1.0744 -1.6282 -0.5098
C 1.5446 0.3791 -1.2152
C 1.9334 0.5869 1.1312
C -0.9629 -0.4732 0.4311
H 0.7856 0.2463 -1.9913
H 2.1124 1.2867 -1.4850
H 1.4579 0.5808 2.1175
H -2.1088 -1.9804 -0.5271
H 2.5128 1.5242 1.0634
H 2.2444 -0.4711 -1.2954
H -0.4235 -2.4406 -0.1866
H -0.9199 0.0295 2.3831
H 2.6682 -0.2378 1.0999
H -0.3429 -1.5270 2.0503
H -0.4236 1.2758 0.2138
H -0.8093 -1.3275 -1.5179
H -3.0221 1.3108 -0.9363
H -1.6003 1.5129 -1.7127
*
```

* frontier orbital gap: 8.2 eV
* lowest unoccupied orbital energy: 1.0 eV
* highest occupied orbital energy: -7.17 eV
* E_tot: -379.7006 a.u.
* molar mass: 118.184 Da

Results of the Löwdin charge analysis, in e, for atoms 1 through 4: atom 1 (N): 0.133, atom 2 (N): 0.011, atom 3 (N): -0.278, atom 4 (N): -0.106

---

Entry 10:
Formula: C4H14N4
Source: the Open Molecules 2025 dataset
Level of theory: ωB97M-V with the def2-TZVPD basis set

```
! RIJCOSX wB97M-V def2-TZVPD def2/J DEFGRID3
* xyz 0 1
N -1.4575 -1.5846 -0.5020
N 1.4730 -0.1675 -0.0284
N -2.0048 0.1399 0.0053
N -2.5422 -2.0082 -0.6034
C 2.2490 -0.6084 1.1208
C -1.6088 1.1706 -0.9386
C 2.2856 0.0567 -1.2145
C -1.6529 0.4994 1.3679
H -1.9012 -0.3241 2.0409
H 2.9720 0.8886 -1.0350
H 1.6429 0.3287 -2.0534
H -3.1167 -1.0349 -0.3095
H 2.8894 -0.8165 -1.5125
H 2.9339 0.1874 1.4259
H -2.1670 2.0957 -0.7489
H 2.8505 -1.5131 0.9320
H -0.5844 0.7286 1.4501
H -2.2173 1.3850 1.6852
H -1.8294 0.8397 -1.9556
H -0.5393 1.3924 -0.8524
H 1.5803 -0.8129 1.9587
H 0.7449 -0.8426 -0.2327
*
```

* frontier orbital gap: 9.7 eV
* lowest unoccupied orbital energy: 1.0 eV
* highest occupied orbital energy: -8.76 eV
* E_tot: -379.6769 a.u.
* molar mass: 118.184 Da

Results of the Löwdin charge analysis, in e, for atoms 1 through 4: atom 1 (N): 0.030, atom 2 (N): -0.196, atom 3 (N): -0.273, atom 4 (N): -0.010

---

Entry 11:
Formula: C4H14NO
Source: the Open Molecules 2025 dataset
Level of theory: ωB97M-V with the def2-TZVPD basis set

```
! RIJCOSX wB97M-V def2-TZVPD def2/J DEFGRID3
* xyz 0 2
O -1.3503 -1.5654 0.3709
N -2.9656 0.9517 1.3007
C 1.9324 0.1489 -0.4117
C 0.7387 -0.3085 -1.2164
C -0.2899 0.7074 -1.6110
C 2.0274 -0.3833 1.0104
H 3.0463 -0.3014 1.3965
H 2.0010 1.2362 -0.4330
H 1.4153 0.1606 1.7274
H 1.7541 -1.4374 1.0871
H -2.3700 1.7642 1.2907
H -0.3257 1.5016 -0.8628
H -2.5122 0.0518 1.3383
H -1.5401 -2.4563 0.0597
H 2.8257 -0.1833 -0.9472
H -1.2823 0.2642 -1.6795
H 1.0028 -1.0095 -2.0014
H -0.0586 1.1399 -2.5819
H -0.4455 -1.3359 0.0850
H -3.6035 1.0545 2.0782
*
```

* frontier orbital gap (spin up / spin down): 9.2 / 9.3 eV
* lowest unoccupied orbital energy (spin up / spin down): 1.0 / 0.0 eV
* highest occupied orbital energy (spin up / spin down): -8.28 / -9.30 eV
* E_tot: -290.7184 a.u.
* molar mass: 92.162 Da

Results of the Löwdin charge analysis, in e, for atoms 1 through 4: atom 1 (O): -0.068, atom 2 (N): 0.018, atom 3 (C): -0.281, atom 4 (C): -0.164

---

Entry 12:
Formula: C4H14NO
Source: the Open Molecules 2025 dataset
Level of theory: ωB97M-V with the def2-TZVPD basis set

```
! RIJCOSX wB97M-V def2-TZVPD def2/J DEFGRID3
* xyz 0 2
O -1.1190 0.5310 -2.1947
N -0.0493 -0.7783 -0.0851
C 2.1871 0.1267 -0.7872
C -0.9984 -0.9358 1.0634
C 1.3481 -0.2879 0.4037
C -1.3852 0.5235 1.4980
H -0.6577 0.9650 2.2508
H -1.8055 1.0041 -1.6758
H 1.2579 0.5862 1.1900
H -0.3004 -0.1000 -0.8286
H 1.5207 0.7959 -1.3954
H -1.2673 1.2055 0.6737
H -1.9475 -1.2993 0.6426
H -2.3307 0.6487 2.0380
H 1.8628 -1.0239 1.0360
H -1.0808 1.0547 -3.0178
H 2.9483 0.8371 -0.5133
H -0.6087 -1.5767 1.8142
H 2.4762 -0.6553 -1.4642
H -0.0506 -1.6212 -0.6481
*
```

* frontier orbital gap (spin up / spin down): 3.3 / 11.8 eV
* lowest unoccupied orbital energy (spin up / spin down): 0.6 / 0.5 eV
* highest occupied orbital energy (spin up / spin down): -2.67 / -11.33 eV
* E_tot: -290.6306 a.u.
* molar mass: 92.162 Da

Results of the Löwdin charge analysis, in e, for atoms 1 through 4: atom 1 (O): -0.271, atom 2 (N): -0.004, atom 3 (C): -0.131, atom 4 (C): -0.213

---

Relative energy (zero: lowest compared OMol25 entry of this formula, charge and spin) readings, ordered: 0.602 5.745 3.518 0.598 2.003 0.608 2.269 1.936 3.626 4.270 0.129 2.520 eV